Formula: C2H8IN4O2
Source: the Open Molecules 2025 dataset
Level of theory: ωB97M-V/def2-TZVPD

Geometry as XYZ:
```
17
C2H8IN4O2 ωB97M-V/def2-TZVPD
I 14.7918 -15.3566 -5.7522
C 21.2829 -19.4409 -4.1657
O 20.6367 -20.3418 -3.5533
N 22.5379 -19.4692 -4.0687
N 20.8529 -18.4079 -4.8580
H 23.0528 -18.7689 -4.5831
H 22.9334 -20.2283 -3.5324
H 19.8680 -18.1908 -4.8038
H 21.4600 -17.8077 -5.3976
C 18.2684 -19.8708 -9.6924
O 19.0486 -20.4207 -10.4400
N 17.5413 -20.4618 -8.7983
N 17.9964 -18.5730 -9.8078
H 17.8389 -21.3966 -8.5580
H 16.8934 -19.9231 -8.2414
H 18.3232 -18.1122 -10.6450
H 17.3127 -18.2207 -9.1532
```

Computed properties:
E_LUMO (eV): 2.36
ΔE to the lowest compared entry with this formula, charge and spin (kcal/mol): 47.8
Kohn-Sham gap (eV): 5.907
Total charge: -1
DFT total energy (Ha): -748.34074

Results of the natural (NBO) charge analysis, in e, for atoms 1 through 8:
1 I -0.999
2 C 0.741
3 O -0.709
4 N -0.800
5 N -0.829
6 H 0.372
7 H 0.415
8 H 0.422


Formula: C2H8InO2
Source: the Open Molecules 2025 dataset
Level of theory: ωB97M-V/def2-TZVPD

Geometry as XYZ:
```
13
C2H8InO2 ωB97M-V/def2-TZVPD
In 3.7774 1.9225 -0.3919
C -1.1946 1.8821 2.6199
O -0.5643 1.7672 1.4034
H -0.5612 1.9158 3.5064
H -1.5618 2.8902 2.4275
H -2.0411 1.1988 2.6887
H -1.2877 1.5734 0.8027
C 0.5238 -2.3975 -1.9210
O 1.1391 -1.2271 -2.4538
H 0.4598 -3.2471 -2.6008
H 0.9439 -2.8683 -1.0322
H -0.5217 -2.2196 -1.6691
H 0.8885 -1.1903 -3.3798
```

Computed properties:
E_LUMO (eV): -19.80
ΔE to the lowest compared entry with this formula, charge and spin (kcal/mol): 21.7
Kohn-Sham gap (eV): 2.484
Total charge: +3
DFT total energy (Ha): -420.08461

Results of the natural (NBO) charge analysis, in e, for atoms 1 through 8:
1 In 1.001
2 C -0.240
3 O -0.253
4 H 0.305
5 H 0.408
6 H 0.304
7 H 0.532
8 C -0.294


Formula: C2H8MnO10
Source: the Open Molecules 2025 dataset
Level of theory: ωB97M-V/def2-TZVPD

Geometry as XYZ:
```
21
C2H8MnO10 ωB97M-V/def2-TZVPD
Mn -0.0846 -0.1032 -0.2136
C 2.7873 -1.0099 -0.5232
O 1.7737 -0.4651 -0.9526
O 3.6757 -1.3789 -1.3689
O 2.8788 -1.2517 0.6838
C -0.0137 0.3988 2.8585
O -0.9805 1.0941 2.9633
O 0.6404 0.2667 3.8346
O 0.3704 0.0173 1.7665
O -0.8138 -2.0779 -0.3523
H -0.6787 -2.7662 0.2990
H -1.4560 -2.4450 -0.9598
O -2.0821 0.4403 0.3055
H -2.3493 1.2048 -0.2046
H -2.3000 0.6670 1.2096
O 0.3117 2.0211 -0.4062
H 0.8739 2.2808 0.3236
H 0.5881 2.5799 -1.1327
O -0.8415 0.1170 -2.3833
H -1.5509 -0.4216 -2.7338
H -0.7489 0.8316 -3.0134
```

Computed properties:
E_LUMO (alpha / beta) (eV): 4.12 / 3.97
ΔE to the lowest compared entry with this formula, charge and spin (kcal/mol): 51.6
Kohn-Sham gap (alpha / beta) (eV): 2.557 / 2.542
Multiplicity: 6
Total charge: -2
DFT total energy (Ha): -1984.36614

Results of the natural (NBO) charge analysis, in e, for atoms 1 through 8:
1 Mn 1.488
2 C 0.922
3 O -0.953
4 O -0.930
5 O -0.830
6 C 0.907
7 O -0.925
8 O -0.839


Formula: C2H8N2
Source: the Open Molecules 2025 dataset
Level of theory: ωB97M-V/def2-TZVPD

Geometry as XYZ:
```
12
C2H8N2 ωB97M-V/def2-TZVPD
H 3.2923 1.2814 3.1799
N 2.8778 1.8206 2.4264
C 2.1663 1.3174 1.4958
N 1.7474 2.2464 0.5760
H 1.6761 0.3479 1.4087
H 2.0363 3.2105 0.5464
H 1.2921 1.9999 -0.3006
C -2.9555 -2.4237 -1.8666
H -2.6521 -3.0258 -1.0172
H -3.2423 -3.1708 -2.6123
H -2.3168 -1.6295 -2.2257
H -3.9217 -1.9745 -1.6110
```

Computed properties:
E_LUMO (eV): 0.83
ΔE to the lowest compared entry with this formula, charge and spin (kcal/mol): 11.3
Kohn-Sham gap (eV): 9.844
SMILES: [H]/N=C/N.C
DFT total energy (Ha): -190.48088

Results of the natural (NBO) charge analysis, in e, for atoms 1 through 8:
1 H 0.354
2 N -0.743
3 C 0.273
4 N -0.820
5 H 0.160
6 H 0.399
7 H 0.377
8 C -0.858


Formula: C2H8N2
Source: the Open Molecules 2025 dataset
Level of theory: ωB97M-V/def2-TZVPD

Geometry as XYZ:
```
12
C2H8N2 ωB97M-V/def2-TZVPD
N 2.0210 -0.2251 -0.3948
C 0.4767 -0.5346 0.3352
C -0.4669 0.3525 -0.4950
N -1.5713 0.7879 0.3734
H 2.6383 -0.6575 0.2960
H 1.2316 -1.0519 -0.5928
H 0.0063 -1.3986 0.8198
H 0.6805 0.0568 1.2241
H -0.8200 -0.0054 -1.4682
H 0.1456 1.2265 -0.6976
H -2.1967 1.4422 -0.0842
H -2.1449 0.0073 0.6840
```

Computed properties:
E_LUMO (eV): 1.08
ΔE to the lowest compared entry with this formula, charge and spin (kcal/mol): 84.8
Kohn-Sham gap (eV): 10.279
DFT total energy (Ha): -190.36379

Results of the natural (NBO) charge analysis, in e, for atoms 1 through 8:
1 N -0.788
2 C -0.412
3 C -0.229
4 N -0.842
5 H 0.328
6 H 0.379
7 H 0.219
8 H 0.248


Formula: C2H8N2
Source: the Open Molecules 2025 dataset
Level of theory: ωB97M-V/def2-TZVPD

Geometry as XYZ:
```
12
C2H8N2 ωB97M-V/def2-TZVPD
H 1.2716 -0.4671 1.8316
N 0.9832 -0.7995 0.9151
C 1.9969 -0.5572 0.0994
N 1.8648 -0.6477 -1.2292
H 2.9202 -0.2093 0.4496
H 2.5929 -0.3319 -1.9000
H 0.9604 -1.1029 -1.5692
C -2.4895 0.7673 0.2379
H -2.3104 1.2565 1.3026
H -1.7106 0.1193 -0.0209
H -3.5104 0.3932 0.3429
H -2.5691 1.5794 -0.4599
```

Computed properties:
E_LUMO (eV): 0.94
ΔE to the lowest compared entry with this formula, charge and spin (kcal/mol): 12.5
Kohn-Sham gap (eV): 9.966
SMILES: [H]/N=C/N.C
DFT total energy (Ha): -190.47895

Results of the natural (NBO) charge analysis, in e, for atoms 1 through 8:
1 H 0.335
2 N -0.751
3 C 0.271
4 N -0.820
5 H 0.150
6 H 0.406
7 H 0.411
8 C -0.847


Formula: C2H8N2
Source: the Open Molecules 2025 dataset
Level of theory: ωB97M-V/def2-TZVPD

Geometry as XYZ:
```
12
C2H8N2 ωB97M-V/def2-TZVPD
C 0.8520 -0.9841 0.8450
C 0.7412 -0.7083 -0.4519
N 1.8124 -0.5684 -1.3420
H 1.8228 -1.0390 1.3113
H -0.0298 -1.1150 1.4489
H -0.2202 -0.7459 -0.9572
H 2.6845 -0.3061 -0.9082
H 1.6085 0.0544 -2.1077
N -2.5199 1.3334 0.3437
H -1.9772 2.1803 0.2370
H -2.8729 1.3618 1.2951
H -1.9014 0.5370 0.2861
```

Computed properties:
E_LUMO (eV): 1.03
ΔE to the lowest compared entry with this formula, charge and spin (kcal/mol): 9.3
Kohn-Sham gap (eV): 9.582
SMILES: C=CN.N
DFT total energy (Ha): -190.48404

Results of the natural (NBO) charge analysis, in e, for atoms 1 through 8:
1 C -0.518
2 C 0.006
3 N -0.811
4 H 0.192
5 H 0.205
6 H 0.186
7 H 0.369
8 H 0.372


Formula: C2H8N2O
Source: the Open Molecules 2025 dataset
Level of theory: ωB97M-V/def2-TZVPD

Geometry as XYZ:
```
13
C2H8N2O ωB97M-V/def2-TZVPD
N 1.0069 -1.1895 0.2995
C -0.3838 -0.8534 0.2567
C -0.9140 0.3015 -0.1347
N -2.3610 0.3770 -0.1700
H 1.3558 -1.3745 -0.6226
H 1.0259 -2.0901 0.8383
H -0.9574 -1.3877 1.0036
H -0.3892 1.2723 -0.3491
H -2.7048 1.2432 0.2997
H -2.6129 0.4511 -1.1827
O 2.1564 1.1638 -0.2720
H 2.6379 1.2233 0.5831
H 1.6592 0.3511 -0.0324
```

Computed properties:
E_LUMO (eV): 0.93
ΔE to the lowest compared entry with this formula, charge and spin (kcal/mol): 54.9
Kohn-Sham gap (eV): 9.617
SMILES: N/C=C/N.O
DFT total energy (Ha): -265.69571

Results of the natural (NBO) charge analysis, in e, for atoms 1 through 8:
1 N -0.856
2 C -0.064
3 C -0.084
4 N -0.854
5 H 0.386
6 H 0.387
7 H 0.194
8 H 0.205


Formula: C2H8N2O
Source: the Open Molecules 2025 dataset
Level of theory: ωB97M-V/def2-TZVPD

Geometry as XYZ:
```
13
C2H8N2O ωB97M-V/def2-TZVPD
N 1.7450 0.5208 0.4592
C 1.0728 1.7733 0.6052
O 0.0006 1.9897 0.1366
H 2.7488 0.6827 0.3616
H 1.6439 -0.0120 1.3197
H 1.6233 2.5422 1.1871
C -1.0703 -1.2462 -1.0939
N -1.2861 -0.9702 0.3221
H -1.8891 -0.9131 -1.7390
H -0.8833 -2.3055 -1.2457
H -0.1835 -0.6950 -1.4109
H -1.3787 0.0291 0.4494
H -2.1433 -1.3958 0.6485
```

Computed properties:
E_LUMO (eV): 0.93
ΔE to the lowest compared entry with this formula, charge and spin (kcal/mol): 35.7
Kohn-Sham gap (eV): 9.823
SMILES: NC=O.CN
DFT total energy (Ha): -265.72629

Results of the natural (NBO) charge analysis, in e, for atoms 1 through 8:
1 N -0.888
2 C 0.556
3 O -0.517
4 H 0.367
5 H 0.392
6 H 0.091
7 C -0.413
8 N -0.846


Formula: C2H8N2O2
Source: the Open Molecules 2025 dataset
Level of theory: ωB97M-V/def2-TZVPD

Geometry as XYZ:
```
14
C2H8N2O2 ωB97M-V/def2-TZVPD
C 0.3424 0.0898 0.1534
C -0.4318 1.3635 0.1094
N 0.4693 -0.7331 -0.9530
N 1.3660 -0.0064 1.0315
O -0.8488 -1.3958 0.9022
O -0.4157 -0.3085 -2.0038
H -1.8102 -1.4148 0.8332
H 0.1369 -0.3934 -2.7887
H -0.0545 -1.5746 -0.4576
H 1.9606 -0.8155 0.9073
H 1.1322 0.1454 2.0016
H -1.4178 1.1822 -0.3066
H 0.0892 2.0742 -0.5370
H -0.5179 1.7870 1.1082
```

Computed properties:
E_LUMO (eV): 0.91
ΔE to the lowest compared entry with this formula, charge and spin (kcal/mol): 94.7
Kohn-Sham gap (eV): 9.574
DFT total energy (Ha): -340.87947

Results of the natural (NBO) charge analysis, in e, for atoms 1 through 8:
1 C 0.643
2 C -0.676
3 N -0.417
4 N -0.771
5 O -1.095
6 O -0.591
7 H 0.451
8 H 0.476